The following is a quantum chemistry calculation of a cluster of 7 separate species, C25H32F6NO21 in total at a distorted geometry, from the OMol25 dataset.

The geometry in XYZ format:
```
85
Properties=species:S:1:pos:R:3:forces:R:3
C -0.212248 2.608754 5.657052 -0.05 0.09 -0.04
O -1.213445 2.482499 4.657330 0.07 0.08 -0.04
C -0.722394 2.706228 3.337921 -0.34 0.22 -0.37
C -0.412035 1.426294 2.573119 0.04 -0.06 0.68
C 0.789094 0.627796 3.093398 0.49 0.22 -0.78
C 2.081034 1.470864 3.296986 -0.94 -0.66 -0.03
N 2.185275 2.523378 2.295846 0.21 -0.10 0.33
C 3.292928 3.450405 2.560767 0.06 0.45 -0.51
C 3.188649 4.070145 3.978884 0.11 -0.17 0.39
O 2.468894 5.085776 4.091281 -0.17 0.02 -0.16
O 3.807809 3.463557 4.885573 0.05 0.02 -0.11
H -0.720278 2.818986 6.599736 0.00 -0.20 0.03
H 0.373680 1.687814 5.725741 0.02 0.04 0.21
H 0.470018 3.442900 5.461192 0.00 -0.05 -0.14
H -1.517802 3.233672 2.792455 -0.06 -0.03 0.14
H 0.131259 3.387219 3.349673 0.11 -0.15 0.05
H -0.241944 1.657845 1.525242 -0.05 0.27 0.27
H -1.306801 0.786485 2.606549 0.13 0.03 0.05
H 1.025004 -0.121992 2.333749 -0.16 -0.11 0.02
H 0.560335 0.063870 3.997248 -0.05 0.18 0.14
H 2.931249 0.774942 3.240238 0.09 0.09 0.32
H 2.038203 1.886884 4.299753 0.37 0.27 -0.12
H 2.353661 2.059309 1.413626 -0.06 0.13 -0.17
H 4.280156 2.988549 2.403259 -0.04 -0.14 0.30
H 3.206762 4.270402 1.838937 -0.03 -0.06 0.02
C 0.993607 -4.587418 4.123988 -0.07 -0.27 -0.07
C 0.446131 -3.235963 4.511058 0.14 0.21 0.22
O 1.181408 -2.354431 3.689998 0.00 -0.36 -0.28
C 1.528777 -3.042358 2.566013 0.02 0.05 -0.03
O 1.913041 -2.556532 1.557474 0.07 -0.02 0.04
O 1.352868 -4.378544 2.756414 -0.01 0.07 0.12
F 0.690397 -2.948690 5.816616 0.02 0.03 -0.06
H 1.884028 -4.835110 4.704727 0.00 0.13 0.06
H 0.265262 -5.389170 4.215051 -0.03 0.03 -0.21
H -0.610962 -3.095699 4.299912 -0.10 -0.08 0.19
C -1.854776 0.854645 -1.960916 -0.26 -0.04 0.10
C -0.781341 0.339496 -2.891171 0.11 0.25 -0.09
O 0.403346 0.763020 -2.248585 -0.17 -0.29 -0.02
C 0.138251 0.835351 -0.904683 0.21 0.10 0.20
O 0.967646 0.909390 -0.068862 0.06 -0.11 -0.49
O -1.201614 0.800233 -0.691561 0.05 -0.07 -0.18
F -0.854022 0.913010 -4.119810 0.04 -0.01 0.03
H -2.121964 1.887052 -2.191958 0.09 0.00 -0.11
H -2.752190 0.240788 -1.959132 0.06 -0.05 0.17
H -0.762739 -0.745829 -3.005708 0.00 0.02 -0.14
C 3.350412 0.506483 -3.423208 -0.19 0.17 0.12
C 4.811133 0.567743 -3.803939 0.07 -0.15 0.24
O 4.996764 -0.661983 -4.493150 -0.13 0.19 -0.22
C 3.800824 -1.003076 -5.036265 -0.03 -0.06 -0.04
O 3.657013 -1.822280 -5.887088 0.02 -0.02 -0.04
O 2.802561 -0.273566 -4.498614 0.12 0.00 0.03
F 5.622962 0.597825 -2.724147 0.01 -0.06 -0.06
H 3.195849 -0.016879 -2.479290 0.14 0.01 0.02
H 2.873783 1.480531 -3.371971 -0.10 -0.06 -0.16
H 5.072932 1.391455 -4.470018 0.08 0.01 0.05
C -3.577021 -0.806285 2.071295 0.10 0.29 -0.14
C -4.493439 -1.114655 3.230425 -0.12 -0.05 -0.19
O -4.344668 -2.522537 3.374318 0.25 0.11 0.16
C -3.100318 -2.838603 2.922697 0.17 0.08 -0.20
O -2.537910 -3.865078 3.127652 -0.14 -0.12 0.06
O -2.571965 -1.815732 2.219980 -0.13 -0.05 0.07
F -5.787275 -0.836695 2.939608 -0.08 -0.09 0.09
H -4.087307 -0.937810 1.115623 -0.14 -0.05 0.08
H -3.139342 0.187586 2.117299 0.15 -0.14 0.06
H -4.219468 -0.624877 4.165788 -0.12 0.04 0.01
C 4.949102 -0.743908 -8.767220 -0.08 -0.33 -0.01
C 4.326861 0.579633 -8.393759 0.18 -0.06 0.08
O 4.940965 1.477676 -9.298596 -0.27 -0.14 -0.10
C 5.266947 0.765497 -10.417476 0.15 -0.06 -0.09
O 5.561394 1.245331 -11.458558 0.04 0.03 0.03
O 5.194523 -0.564299 -10.168636 -0.04 0.16 0.11
F 4.637049 0.938157 -7.122950 0.03 0.19 0.05
H 5.894107 -0.901684 -8.246248 -0.02 0.12 0.08
H 4.294606 -1.591872 -8.588351 -0.01 0.01 -0.16
H 3.243958 0.621424 -8.520194 -0.01 0.05 0.15
C -8.801550 -2.032194 -0.731976 -0.28 -0.02 -0.04
C -7.644446 -2.453654 0.143438 0.20 -0.03 -0.16
O -6.825554 -1.301073 0.137004 -0.20 -0.01 0.14
C -7.638626 -0.220955 -0.054862 0.04 0.18 -0.05
O -7.323672 0.901935 0.135832 0.04 -0.03 -0.08
O -8.860042 -0.624063 -0.490158 0.10 -0.14 0.05
F -6.957076 -3.493581 -0.390067 0.03 0.06 0.02
H -8.589673 -2.214050 -1.786730 0.13 -0.06 0.03
H -9.740304 -2.509970 -0.464260 -0.05 0.18 0.07
H -7.916303 -2.695742 1.172358 0.08 -0.11 -0.01
```
Forces are in eV/Å.

The value obtained for the energy above the lowest of the compared OMol25 structures with the same formula, charge and spin is 0.0 kcal/mol. The calculation puts the electronic energy at -87238.040 eV. The frontier orbital gap is 5.53 eV. As for the molar mass: 796.505 g mol⁻¹. Its total charge is -1.

***

The following is a quantum chemistry calculation of a structure of composition C25H32HgI2N3O3, from the OMol25 dataset.

The geometry in XYZ format:
```
66
Properties=species:S:1:pos:R:3:forces:R:3
Hg -0.798844 -0.893910 1.850127 0.17 0.11 0.41
C 0.818145 1.308370 2.913246 -0.20 0.20 0.22
C 1.824225 1.510106 2.036402 0.51 0.23 -0.40
C 2.499318 0.233681 1.775689 0.29 0.47 -0.45
C 1.911163 -0.731989 2.510566 -0.04 -0.24 0.42
C 0.745653 -0.121766 3.217957 -0.38 -0.64 -0.13
C 0.378091 -0.538414 4.627435 0.23 0.02 0.15
C 2.438349 -2.126468 2.694559 0.03 0.15 0.02
C 3.662832 -0.002041 0.843520 -0.15 0.22 0.12
C 2.208292 2.850142 1.464855 0.00 -0.09 -0.04
C -0.010393 2.361808 3.585529 0.00 -0.10 -0.01
H -0.611831 -0.177412 4.906170 0.01 0.00 0.04
H 1.096222 -0.110340 5.338764 -0.03 -0.08 -0.02
H 0.390387 -1.622315 4.748287 -0.03 0.02 0.01
H 3.441043 -2.090139 3.138145 -0.09 0.03 0.02
H 2.514099 -2.661465 1.748139 -0.01 0.01 0.04
H 1.796435 -2.716440 3.346791 0.03 -0.02 -0.03
H 3.386650 -0.676382 0.023204 0.06 0.03 0.03
H 4.499505 -0.472850 1.367641 -0.03 0.00 -0.04
H 4.035794 0.932283 0.413367 -0.04 -0.11 0.02
H 1.319374 3.440064 1.214611 0.10 -0.07 0.02
H 2.811670 2.756548 0.556387 -0.07 0.00 0.07
H 2.794787 3.436464 2.180974 -0.03 -0.04 -0.07
H -1.004378 1.989971 3.839997 0.04 0.05 -0.07
H -0.135416 3.238887 2.946460 -0.03 -0.09 0.04
H 0.470315 2.696415 4.515107 -0.04 -0.05 -0.09
N 0.362993 -5.664518 1.399244 -0.21 0.16 0.11
C -0.261275 -4.462914 1.615770 -0.60 -0.13 0.16
N -1.503296 -4.508255 2.187316 0.40 -0.55 0.27
O 0.269651 -3.394069 1.365678 0.42 0.06 -0.32
H -0.125967 -6.536728 1.478532 -0.02 0.02 -0.01
H 1.225898 -5.646575 0.891513 0.06 0.05 -0.06
H -2.058488 -5.344298 2.161966 0.02 -0.10 0.00
H -2.029593 -3.651685 2.168859 0.04 0.01 -0.08
I -2.787308 -1.866852 0.361776 -0.39 0.04 -0.20
I -4.847920 -5.035126 1.180528 0.04 0.21 -0.09
C -2.384483 -1.024462 -3.577425 -0.01 0.02 0.02
O -1.251733 -0.388919 -3.004758 -0.23 -0.21 0.11
C -0.326568 0.123724 -3.825870 0.00 -0.02 -0.11
C -0.375377 0.071448 -5.212231 -0.01 0.03 -0.20
C 0.659104 0.611481 -5.969884 -0.01 -0.02 0.02
C 1.753182 1.196949 -5.355033 0.02 -0.02 0.06
C 1.792879 1.263948 -3.966365 0.02 0.11 -0.04
C 0.755713 0.754135 -3.205486 0.13 0.25 0.28
N 0.827135 0.816791 -1.780186 0.04 0.03 -0.23
C -0.089144 1.203465 -0.887847 0.05 0.16 -0.15
C -1.298862 1.855135 -1.025408 0.09 0.01 -0.22
C -1.802006 2.478735 -2.220633 0.07 -0.10 0.11
C -3.031178 3.040211 -2.246127 -0.08 0.02 0.13
C -3.851817 3.010606 -1.062700 0.13 -0.02 -0.11
C -3.403776 2.491271 0.103998 -0.05 0.10 0.02
C -2.080438 1.910484 0.206861 0.15 -0.18 0.05
O -1.639246 1.447974 1.279207 -0.50 0.27 -0.03
H -2.976632 -1.375126 -2.739427 -0.02 -0.01 0.03
H -2.089069 -1.873815 -4.197402 0.02 0.00 0.00
H -2.971334 -0.318347 -4.168710 0.01 0.03 -0.02
H -1.217518 -0.392287 -5.708698 0.06 0.02 0.04
H 0.603116 0.563889 -7.051497 0.01 0.00 0.07
H 2.563708 1.609042 -5.943293 -0.05 -0.03 0.05
H 2.626481 1.739097 -3.458833 -0.05 -0.02 -0.04
H 1.700553 0.503249 -1.385819 -0.01 -0.10 0.06
H 0.201259 0.979754 0.134004 0.06 0.05 0.04
H -1.164072 2.547056 -3.093279 -0.03 -0.11 -0.02
H -3.392108 3.530598 -3.141703 -0.01 -0.02 0.06
H -4.852201 3.430661 -1.112354 0.08 -0.02 0.01
H -4.011728 2.491449 1.001784 0.04 -0.02 -0.07
```
Forces are in eV/Å.

As for the expectation value of S²: 0.754. The calculation puts the electronic energy at -57433.704 eV. The frontier orbital gap (alpha / beta) is 6.89 / 4.27 eV. As for the molar mass: 876.947 g mol⁻¹. As for the spin multiplicity: 2.